Entry 1:
This record from the OMol25 dataset describes a molecular structure, C31H27N10O4RuS2 at a distorted geometry. The level of theory is the ωB97M-V functional and the def2-TZVPD basis.

CARTESIAN COORDINATES (ANGSTROEM)
Ru 0.176 -0.047 -0.064
C -0.060 0.019 5.160
N -0.942 -0.731 4.314
C -2.128 -1.274 4.679
C -2.688 -1.834 3.570
N -1.829 -1.634 2.516
C -0.747 -0.951 3.000
S 0.701 -0.491 2.235
C -2.053 -2.066 1.191
C -3.324 -2.454 0.765
C -3.478 -2.914 -0.534
C -2.367 -3.010 -1.360
C -1.148 -2.581 -0.864
N -0.999 -2.096 0.369
H -0.472 0.064 6.164
H 0.042 1.031 4.764
H 0.924 -0.446 5.195
H -2.493 -1.238 5.688
H -3.608 -2.374 3.490
H -4.185 -2.375 1.410
H -4.458 -3.193 -0.892
H -2.450 -3.378 -2.369
H -0.235 -2.627 -1.449
N 9.188 4.982 -1.811
C 8.383 4.184 -1.670
C 7.356 3.233 -1.466
C 7.628 2.009 -0.852
C 6.598 1.121 -0.608
C 5.288 1.442 -0.978
C 5.033 2.646 -1.640
C 6.054 3.541 -1.873
N 4.222 0.567 -0.679
C 4.325 -0.759 -0.338
C 3.061 -1.220 -0.133
N 2.186 -0.189 -0.342
C 2.910 0.870 -0.665
H 8.638 1.759 -0.560
H 6.828 0.192 -0.108
H 4.040 2.886 -1.982
H 5.851 4.477 -2.368
H 5.253 -1.287 -0.276
H 2.731 -2.198 0.171
H 2.488 1.843 -0.839
C -0.824 2.161 -4.219
N -0.066 0.931 -4.118
C 0.341 0.248 -5.210
C 1.005 -0.931 -5.096
C 1.214 -1.460 -3.791
N 0.802 -0.762 -2.722
C 0.207 0.423 -2.874
O -0.089 1.101 -1.859
N 1.812 -2.631 -3.607
H -0.784 2.543 -5.237
H -0.424 2.902 -3.525
H -1.865 1.973 -3.949
H 0.124 0.685 -6.173
H 1.338 -1.459 -5.971
H 2.107 -3.187 -4.394
H 1.966 -2.990 -2.679
O -2.709 0.053 -1.512
C -2.534 0.855 -0.613
N -1.653 0.632 0.394
S -1.304 2.048 1.221
O 0.036 2.361 0.760
O -1.441 1.785 2.622
C -2.620 3.003 0.493
C -3.095 4.266 0.752
C -4.214 4.691 0.034
C -4.818 3.865 -0.904
C -4.314 2.600 -1.176
C -3.203 2.173 -0.461
H -2.617 4.903 1.477
H -4.619 5.675 0.217
H -5.696 4.208 -1.429
H -4.779 1.947 -1.897

Summary:
Frontier orbital gap (spin up / spin down)   6.6 / 3.8 eV
E_HOMO (spin up / spin down)   -15.653 / -15.646 eV
Expectation value of S²   6.036
Calculated total energy   -79903.5442 eV
Net charge   +3
2S+1   5


Entry 2:
This record from the OMol25 dataset describes a molecular structure, C31H27N4O2PPtS at a distorted geometry. The level of theory is the ωB97M-V functional and the def2-TZVPD basis.

CARTESIAN COORDINATES (ANGSTROEM)
Pt 0.464 1.525 -0.539
O 7.145 1.938 1.130
C 6.748 1.218 -0.028
C 5.255 1.305 -0.176
C 4.676 1.529 -1.447
C 3.315 1.651 -1.538
N 2.499 1.554 -0.481
C 3.031 1.271 0.763
C 4.433 1.168 0.906
C 2.085 1.080 1.791
C 2.397 0.984 3.168
C 1.414 0.851 4.105
C 1.727 0.826 5.577
O 3.053 0.438 5.883
C 0.066 0.812 3.661
C -0.198 0.943 2.327
N 0.756 1.046 1.385
H 8.105 1.948 1.172
H 7.047 0.165 0.057
H 7.223 1.626 -0.926
H 5.291 1.611 -2.331
H 2.841 1.859 -2.489
H 4.863 0.984 1.881
H 3.429 1.071 3.478
H 1.003 0.184 6.094
H 1.620 1.834 5.982
H 3.222 -0.423 5.488
H -0.752 0.712 4.362
H -1.215 0.961 1.963
N -1.470 1.246 -0.458
P -2.059 -0.179 -0.872
C -3.089 -0.058 -2.356
C -3.785 -1.168 -2.826
C -4.535 -1.062 -3.983
C -4.583 0.145 -4.673
C -3.890 1.249 -4.202
C -3.140 1.153 -3.038
C -0.971 -1.610 -1.255
C -1.325 -2.898 -0.857
C -0.523 -3.978 -1.194
C 0.633 -3.782 -1.932
C 0.969 -2.510 -2.372
C 0.165 -1.430 -2.045
C -3.152 -0.771 0.455
C -2.599 -1.377 1.583
C -3.395 -1.653 2.682
C -4.747 -1.339 2.657
C -5.304 -0.752 1.530
C -4.507 -0.453 0.436
H -3.735 -2.105 -2.284
H -5.082 -1.921 -4.350
H -5.162 0.220 -5.584
H -3.931 2.188 -4.738
H -2.584 2.000 -2.655
H -2.224 -3.052 -0.274
H -0.801 -4.977 -0.882
H 1.263 -4.626 -2.184
H 1.851 -2.361 -2.980
H 0.395 -0.451 -2.435
H -1.546 -1.633 1.594
H -2.956 -2.108 3.561
H -5.370 -1.549 3.517
H -6.361 -0.521 1.506
H -4.935 0.027 -0.435
S 0.210 4.164 -4.321
C 0.323 3.061 -3.178
N 0.409 2.201 -2.379

Summary:
Frontier orbital gap (spin up / spin down)   5.5 / 6.0 eV
E_HOMO (spin up / spin down)   -5.246 / -7.730 eV
Expectation value of S²   2.024
Energy above the lowest of the compared OMol25 structures with the same formula, charge and spin   0.0 kcal per mole
Calculated total energy   -66010.5833 eV
2S+1   3


Entry 3:
This record from the OMol25 dataset describes 2 unconnected molecules or ions with the total composition C31H27NO3S at a distorted geometry. The level of theory is the ωB97M-V functional and the def2-TZVPD basis.

CARTESIAN COORDINATES (ANGSTROEM)
C 5.935 2.217 2.890
C 4.829 2.263 3.747
C 3.534 2.281 3.222
C 3.346 2.225 1.834
S 1.682 2.369 1.143
C 0.808 0.865 1.292
C -0.154 0.716 2.384
O -0.134 -0.272 3.140
C -1.233 1.774 2.449
C -1.422 2.717 1.426
C -2.301 3.787 1.593
C -3.103 3.850 2.741
C -3.024 2.830 3.701
C -2.095 1.795 3.552
O 1.132 3.405 1.992
O 1.843 2.600 -0.275
C 4.448 2.183 0.976
C 5.741 2.175 1.506
H 6.946 2.214 3.302
H 4.969 2.290 4.828
H 2.671 2.344 3.884
H 1.501 0.045 1.106
H -0.881 2.616 0.484
H -2.340 4.564 0.826
H -3.788 4.689 2.877
H -3.678 2.840 4.573
H -2.004 1.004 4.299
H 4.286 2.167 -0.100
H 6.594 2.140 0.826
C 1.423 -5.123 0.799
N 0.849 -4.060 -0.003
C 0.675 -2.779 0.400
C -0.022 -2.052 -0.597
C -0.514 -0.755 -0.405
C -1.179 -0.012 -1.442
C -0.687 0.029 -2.772
C -1.465 0.549 -3.800
C -2.755 1.033 -3.540
C -3.659 1.406 -4.674
C -3.178 1.155 -2.209
C -2.397 0.665 -1.174
C -0.284 -3.020 -1.684
C -1.105 -3.048 -2.807
C -1.285 -4.253 -3.511
C -0.698 -5.450 -3.071
C 0.105 -5.459 -1.920
C 0.291 -4.247 -1.269
H 1.836 -5.887 0.135
H 2.214 -4.700 1.427
H 0.675 -5.599 1.449
H 0.993 -2.434 1.377
H -0.744 -0.497 0.630
H 0.297 -0.397 -2.981
H -1.094 0.542 -4.828
H -4.665 1.628 -4.304
H -3.290 2.288 -5.212
H -3.734 0.589 -5.403
H -4.147 1.614 -1.996
H -2.746 0.721 -0.140
H -1.609 -2.142 -3.132
H -1.904 -4.259 -4.412
H -0.873 -6.376 -3.619
H 0.567 -6.363 -1.527

Summary:
Frontier orbital gap   5.4 eV
E_HOMO   -7.150 eV
Calculated total energy   -51049.7541 eV


Entry 4:
This record from the OMol25 dataset describes 2 unconnected molecules or ions with the total composition C31H27Si at a distorted geometry. The level of theory is the ωB97M-V functional and the def2-TZVPD basis.

CARTESIAN COORDINATES (ANGSTROEM)
C -0.063 -3.151 0.264
C -1.362 -3.738 0.392
C -2.506 -2.957 0.011
C -3.803 -3.430 0.162
C -4.049 -4.705 0.707
C -2.951 -5.508 1.046
C -1.648 -5.056 0.884
C 1.230 -3.738 0.401
C 2.374 -2.958 0.015
C 3.671 -3.431 0.172
C 3.915 -4.707 0.716
C 2.818 -5.508 1.060
C 1.515 -5.052 0.909
H -0.060 -2.089 -0.006
H -2.319 -1.971 -0.420
H -4.647 -2.813 -0.159
H -5.072 -5.076 0.836
H -3.107 -6.517 1.431
H -0.838 -5.728 1.141
H 2.185 -1.975 -0.424
H 4.517 -2.814 -0.146
H 4.939 -5.080 0.843
H 2.974 -6.517 1.444
H 0.706 -5.715 1.187
H 0.044 0.384 0.518
Si 0.024 1.869 0.164
C -1.175 1.893 -1.243
C -1.840 3.062 -1.646
C -2.700 3.009 -2.748
C -2.958 1.793 -3.402
C -2.321 0.624 -2.962
C -1.410 0.675 -1.902
C -0.406 3.252 1.341
C 0.126 4.544 1.138
C -0.294 5.623 1.926
C -1.218 5.435 2.963
C -1.733 4.148 3.179
C -1.336 3.065 2.380
C 1.727 2.212 -0.465
C 1.908 2.936 -1.652
C 3.204 3.226 -2.088
C 4.319 2.773 -1.367
C 4.126 2.048 -0.181
C 2.832 1.769 0.280
H -1.684 4.008 -1.121
H -3.167 3.931 -3.099
H -3.644 1.757 -4.257
H -2.517 -0.334 -3.451
H -0.881 -0.230 -1.595
H 0.856 4.736 0.348
H 0.093 6.623 1.713
H -1.540 6.284 3.581
H -2.471 3.998 3.974
H -1.773 2.080 2.553
H 1.051 3.290 -2.230
H 3.335 3.818 -2.996
H 5.332 2.994 -1.725
H 4.991 1.707 0.393
H 2.680 1.225 1.215

Summary:
Frontier orbital gap   5.1 eV
E_HOMO   -11.002 eV
Energy above the lowest of the compared OMol25 structures with the same formula, charge and spin   0.0 kcal per mole
Calculated total energy   -40455.4732 eV
Net charge   +1